(1)
This record from OMol25 describes one molecule with the formula C3H3N3O2. The level of theory is ωB97M-V/def2-TZVPD.

Properties
- Energy: -430.81904 a.u.
- Structure (SMILES): O/C=C1\N=NC(O)=N1
- LUMO level: -1.30 eV
- Highest occupied orbital energy: -0.3397 Eh
- Energy relative to the best compared isomer or geometry (same formula, charge and spin): 2.774 eV

ORCA input file:
```
! wB97M-V def2-TZVPD RIJCOSX def2/J DEFGRID3
* xyz 0 1
O -2.777 0.200 0.027
C -1.806 -0.661 -0.028
C -0.489 -0.210 -0.007
N -0.159 1.118 -0.032
N 1.160 1.181 -0.010
C 1.572 -0.083 -0.018
O 2.890 -0.376 0.024
N 0.612 -1.014 0.020
H -2.409 1.120 0.150
H -2.024 -1.726 -0.118
H 3.428 0.450 -0.009
*
```


(2)
This record from OMol25 describes one molecule with the formula C3H3N3O2. The level of theory is ωB97M-V/def2-TZVPD.

Properties
- Energy: -430.69266 a.u.
- Structure (SMILES): [H]/N=c1/cnon1C=O
- LUMO level: -0.88 eV
- Highest occupied orbital energy: -0.3514 Eh
- Energy relative to the best compared isomer or geometry (same formula, charge and spin): 6.213 eV

ORCA input file:
```
! wB97M-V def2-TZVPD RIJCOSX def2/J DEFGRID3
* xyz 0 1
H -0.499 2.073 -0.342
N 0.434 1.806 -0.038
C 0.559 0.483 0.082
C 1.813 -0.392 0.309
N 1.523 -1.666 0.030
O 0.179 -1.676 -0.210
N -0.398 -0.400 -0.195
C -1.805 -0.067 -0.033
O -2.690 -0.956 0.216
H 2.814 -0.144 0.069
H -1.930 0.939 0.112
*
```